Record 1
The following is a quantum chemistry calculation of a molecular structure, C2H6Br2Si at a distorted geometry, from the Open Molecules 2025 dataset.

Lowest unoccupied orbital energy in eV: 0.3
Strongest force on any atom in eV Å⁻¹: 4.5
Highest occupied orbital energy in eV: -9.11
2S+1: 1
Frontier orbital gap in hartree: 0.3470
Energy relative to the best compared isomer or geometry (same formula, charge and spin) in kcal per mole: 46.1
Total energy in Eh: -5517.2927

Last column: Löwdin charge in e.
CARTESIAN COORDINATES (ANGSTROEM)
C (0.10652, 1.12140, 0.04932)  -0.112
C (1.05442, -1.97427, -0.52576)  -0.848
Si (-0.35947, -1.31325, 0.46226)  0.261
Br (2.66427, -1.24966, 0.14198)  0.650
Br (-2.53331, -1.70784, -0.08981)  0.222
H (1.23382, 1.19946, -0.10369)  -0.023
H (-0.53122, 1.37796, -0.74587)  -0.044
H (-0.05091, 1.61221, 0.96021)  -0.049
H (0.81526, -1.62190, -1.57556)  0.060
H (1.30234, -2.97876, -0.45870)  -0.033
H (-0.48628, -1.46293, 1.88763)  -0.083

Record 2
The following is a quantum chemistry calculation of a molecular structure, C46H39ClN2O4P2STeTi, from the Open Molecules 2025 dataset.

Lowest unoccupied orbital energy in eV: -1.0
Strongest force on any atom in eV Å⁻¹: 0.9
Highest occupied orbital energy in eV: -7.37
2S+1: 1
Frontier orbital gap in hartree: 0.2346
Energy relative to the best compared isomer or geometry (same formula, charge and spin) in kcal per mole: 43.7
Total energy in Eh: -4845.3308

Last column: Löwdin charge in e.
CARTESIAN COORDINATES (ANGSTROEM)
Ti (1.05777, -2.12791, -0.54378)  0.922
C (6.91089, 3.18333, 1.69614)  -0.041
C (6.07260, 2.02393, 1.24103)  -0.274
C (5.78220, 1.84663, -0.10911)  -0.031
C (5.00708, 0.78549, -0.53968)  -0.044
C (4.51456, -0.10378, 0.40241)  -0.299
C (4.79382, 0.03735, 1.75169)  -0.049
C (5.57027, 1.10862, 2.16147)  -0.031
S (3.72762, -1.56306, -0.15383)  0.655
O (2.90195, -1.21830, -1.35214)  -0.434
O (4.76567, -2.52963, -0.35880)  -0.221
N (2.60189, -2.02878, 0.93131)  -0.260
C (2.90987, -3.40757, 1.34461)  -0.210
C (2.74570, -4.33606, 0.12423)  -0.632
O (3.12317, -5.46976, 0.07305)  0.122
O (2.09279, -3.71203, -0.86808)  -0.230
H (6.87810, 3.99917, 0.97514)  0.077
H (7.95404, 2.88337, 1.81109)  0.087
H (6.57053, 3.56378, 2.65882)  0.080
H (6.15502, 2.56127, -0.83147)  0.122
H (4.77664, 0.65851, -1.58812)  0.126
H (4.39633, -0.66750, 2.46911)  0.117
H (5.78523, 1.24096, 3.21493)  0.119
H (2.21750, -3.70572, 2.13276)  0.093
H (3.92887, -3.53401, 1.71132)  0.122
Te (-1.05339, 2.22119, 1.71127)  1.329
C (-2.65667, 3.32015, 0.89700)  -0.556
C (-3.64273, 3.79905, 1.75156)  -0.151
C (-4.71835, 4.49212, 1.21679)  -0.164
N (-4.88238, 4.72544, -0.08184)  0.054
C (-3.92993, 4.26894, -0.88935)  -0.157
C (-2.80828, 3.57878, -0.45793)  -0.116
C (-0.68464, 0.83545, 0.24075)  -0.992
P (0.75804, 0.45975, -0.64077)  0.842
C (1.90276, 1.85425, -0.45053)  -0.350
C (2.21329, 2.70354, -1.50747)  -0.067
C (2.94275, 3.86372, -1.28012)  -0.071
C (3.36073, 4.18294, 0.00233)  -0.081
C (3.07041, 3.32978, 1.05839)  -0.083
C (2.34981, 2.17141, 0.83124)  -0.155
C (0.34219, 0.48257, -2.45488)  -0.344
C (0.91623, -0.36210, -3.40231)  -0.109
C (0.45042, -0.38374, -4.71371)  -0.072
C (-0.58245, 0.45314, -5.10215)  -0.078
C (-1.15076, 1.31492, -4.17138)  -0.071
C (-0.69888, 1.31552, -2.86433)  -0.106
P (-1.46019, -0.73677, 0.36082)  0.903
C (-1.55970, -1.27770, 2.09442)  -0.411
C (-0.44771, -1.09471, 2.91380)  -0.156
C (-0.42370, -1.61105, 4.19694)  -0.079
C (-1.51718, -2.31860, 4.68473)  -0.081
C (-2.62744, -2.50597, 3.87625)  -0.076
C (-2.64630, -1.99353, 2.58593)  -0.117
C (-3.14912, -0.34000, -0.17152)  -0.336
C (-3.39212, -0.32090, -1.54344)  -0.113
C (-4.56303, 0.22277, -2.04283)  -0.073
C (-5.50549, 0.75751, -1.17171)  -0.080
C (-5.27260, 0.73488, 0.19385)  -0.075
C (-4.10046, 0.18555, 0.69625)  -0.097
H (-3.60065, 3.62337, 2.81924)  0.089
H (-5.49666, 4.86704, 1.87352)  0.102
H (-4.06412, 4.46947, -1.94778)  0.104
H (-2.06640, 3.25528, -1.17113)  0.069
H (1.88190, 2.47217, -2.51108)  0.104
H (3.17077, 4.52438, -2.10617)  0.105
H (3.91411, 5.09628, 0.18046)  0.107
H (3.39703, 3.57077, 2.06127)  0.113
H (2.12615, 1.51061, 1.66182)  0.097
H (1.76139, -0.99639, -3.16119)  0.087
H (0.90857, -1.05515, -5.42782)  0.108
H (-0.94549, 0.43485, -6.12104)  0.103
H (-1.95969, 1.97282, -4.46180)  0.107
H (-1.18148, 1.93957, -2.12696)  0.068
H (0.41680, -0.55028, 2.54101)  0.081
H (0.44839, -1.46076, 4.82034)  0.105
H (-1.50147, -2.72027, 5.68887)  0.102
H (-3.48431, -3.05421, 4.24723)  0.106
H (-3.51094, -2.16597, 1.95777)  0.101
H (-2.64515, -0.70809, -2.22677)  0.092
H (-4.73570, 0.23919, -3.11167)  0.104
H (-6.41415, 1.19863, -1.55995)  0.105
H (-5.99784, 1.16008, 0.87560)  0.108
H (-3.91584, 0.20193, 1.76343)  0.100
Cl (-0.18798, -4.08207, 1.07265)  0.880
C (-1.72736, -4.15168, 0.22515)  -0.547
C (-2.81751, -4.71022, 0.85701)  -0.107
C (-4.04093, -4.65800, 0.20142)  -0.082
C (-4.13110, -4.04591, -1.04015)  -0.069
C (-3.00295, -3.52373, -1.65523)  -0.051
C (-1.75131, -3.58216, -1.04161)  -0.353
C (-0.49064, -3.11793, -1.67679)  -0.214
H (-2.71749, -5.14633, 1.84024)  0.111
H (-4.91916, -5.08117, 0.66927)  0.105
H (-5.08897, -3.97713, -1.53829)  0.107
H (-3.08194, -3.07353, -2.63610)  0.114
H (-0.69537, -2.49284, -2.55476)  0.062
H (0.07427, -3.99922, -2.00016)  0.077

Record 3
The following is a quantum chemistry calculation of 2 unconnected molecules or ions with the total composition C5H7NO at a distorted geometry, from the Open Molecules 2025 dataset.

Lowest unoccupied orbital energy (alpha / beta) in eV: -1.8 / -1.8
Strongest force on any atom in eV Å⁻¹: 1.0
Highest occupied orbital energy (alpha / beta) in eV: -9.46 / -9.44
2S+1: 1
Frontier orbital gap (alpha / beta) in hartree: 0.2825 / 0.2822
Energy relative to the best compared isomer or geometry (same formula, charge and spin) in kcal per mole: 104.4
Total energy in Eh: -324.5581

Last column: Löwdin charge in e.
CARTESIAN COORDINATES (ANGSTROEM)
C (-1.43404, -1.02414, 0.89844)  -0.152
C (-1.53178, 0.32352, 0.31968)  0.001
C (1.45937, 1.03103, -0.56175)  -0.064
C (1.96775, -0.09254, 0.29462)  -0.307
O (1.55484, -1.22829, 0.23151)  0.021
C (-1.95114, 0.37992, -1.01780)  -0.291
N (-2.28668, 0.57187, -2.12262)  0.170
H (-2.49577, -1.23448, 1.14037)  0.115
H (-0.87785, -1.04606, 1.83750)  0.071
H (-1.10327, -1.81927, 0.21983)  0.089
H (0.71326, 1.59407, 0.01596)  0.071
H (0.97746, 0.63765, -1.46052)  0.079
H (2.25969, 1.72569, -0.83151)  0.079
H (2.74817, 0.18103, 1.03628)  0.118